Record 1
{"formula": "C49H43AuN6O3PS", "method": "ωB97M-V with the def2-TZVPD basis set", "s2": 2.016, "gap_ev": [5.84, 5.08], "multiplicity": 3, "e_homo_ev": [-8.28, -9.43], "total_charge": 1, "relative_energy_ev": 0.0000, "species": ["Au", "C", "N", "C", "N", "C", "C", "C", "C", "C", "C", "C", "C", "C", "C", "C", "C", "C", "C", "P", "C", "N", "C", "C", "N", "C", "C", "C", "C", "C", "C", "C", "C", "C", "C", "C", "C", "C", "C", "N", "C", "C", "N", "C", "C", "C", "C", "C", "C", "C", "C", "C", "C", "C", "C", "C", "H", "H", "H", "H", "H", "H", "H", "H", "H", "H", "H", "H", "H", "H", "H", "H", "H", "H", "H", "H", "H", "H", "H", "H", "H", "H", "H", "H", "H", "H", "H", "H", "H", "H", "H", "H", "H", "H", "H", "C", "S", "O", "O", "O", "H", "H", "H", "H"], "xyz": [[0.604, 0.010, -0.240], [-3.780, -2.818, 0.936], [-2.538, -2.529, 0.256], [-1.754, -1.414, 0.446], [-0.629, -1.536, -0.219], [-0.721, -2.689, -0.952], [-1.906, -3.356, -0.663], [-2.424, -4.652, -1.095], [-1.722, -5.824, -0.789], [-2.209, -7.067, -1.199], [-3.401, -7.146, -1.916], [-4.105, -5.984, -2.230], [-3.617, -4.740, -1.823], [0.346, -3.072, -1.867], [0.112, -3.796, -3.043], [1.166, -4.109, -3.908], [2.463, -3.693, -3.611], [2.708, -2.957, -2.454], [1.655, -2.646, -1.591], [-2.135, 0.008, 1.540], [-0.536, 0.035, 2.402], [0.579, 0.010, 1.721], [1.601, -0.021, 2.631], [1.100, 0.010, 3.927], [-0.277, 0.074, 3.748], [-1.261, 0.194, 4.797], [1.763, 0.045, 5.227], [2.580, 1.128, 5.571], [3.231, 1.157, 6.806], [3.069, 0.104, 7.705], [2.260, -0.981, 7.369], [1.610, -1.012, 6.133], [2.986, -0.061, 2.184], [3.995, -0.727, 2.891], [5.305, -0.755, 2.402], [5.618, -0.126, 1.198], [4.622, 0.526, 0.476], [3.314, 0.554, 0.966], [-1.781, 1.390, 0.388], [-0.628, 1.554, -0.218], [-0.709, 2.725, -0.926], [-1.940, 3.333, -0.720], [-2.623, 2.438, 0.090], [-3.989, 2.577, 0.539], [-2.509, 4.579, -1.225], [-2.786, 4.730, -2.588], [-3.318, 5.928, -3.069], [-3.573, 6.981, -2.192], [-3.296, 6.840, -0.833], [-2.764, 5.643, -0.351], [0.398, 3.162, -1.765], [0.720, 4.510, -1.960], [1.795, 4.872, -2.778], [2.565, 3.891, -3.400], [2.268, 2.545, -3.200], [1.194, 2.185, -2.384], [-3.750, -2.415, 1.950], [-4.593, -2.362, 0.366], [-3.925, -3.898, 1.010], [-0.786, -5.773, -0.236], [-1.652, -7.970, -0.962], [-3.777, -8.114, -2.239], [-5.029, -6.045, -2.799], [-4.164, -3.839, -2.090], [-0.892, -4.105, -3.317], [0.969, -4.668, -4.818], [3.279, -3.929, -4.288], [3.711, -2.612, -2.221], [1.852, -2.050, -0.699], [-0.837, 0.742, 5.643], [-2.126, 0.752, 4.432], [-1.558, -0.812, 5.103], [2.723, 1.949, 4.871], [3.871, 1.998, 7.060], [3.582, 0.124, 8.663], [2.144, -1.808, 8.064], [1.001, -1.874, 5.872], [3.772, -1.250, 3.816], [6.077, -1.278, 2.959], [6.635, -0.153, 0.817], [4.850, 1.009, -0.470], [2.534, 1.050, 0.386], [-4.550, 3.211, -0.151], [-4.469, 1.595, 0.560], [-3.977, 3.020, 1.538], [-2.578, 3.918, -3.282], [-3.523, 6.041, -4.130], [-3.980, 7.916, -2.569], [-3.483, 7.665, -0.151], [-2.531, 5.551, 0.707], [0.153, 5.294, -1.467], [2.035, 5.923, -2.920], [3.402, 4.174, -4.032], [2.868, 1.771, -3.670], [0.975, 1.128, -2.220], [0.292, 0.597, -4.569], [0.922, -0.589, -3.416], [2.346, -0.639, -3.741], [0.169, -1.798, -3.741], [0.604, 0.010, -2.121], [0.482, 0.238, -5.583], [0.798, 1.551, -4.407], [-0.782, 0.710, -4.407], [2.220, 0.010, -0.240]], "forces_ev_per_angstrom": [[2.42, -0.64, 2.61], [-0.44, 0.11, 0.09], [0.78, 0.58, -0.18], [-1.00, -0.73, 1.00], [-2.66, -4.18, -0.87], [0.25, -0.78, -0.43], [0.63, 1.53, 0.63], [-0.31, -0.59, -0.15], [-0.07, -0.20, -0.06], [-0.05, 0.31, -0.03], [0.06, 0.15, 0.03], [0.20, 0.10, 0.13], [-0.03, -0.32, 0.00], [1.09, -1.39, 0.84], [0.55, -1.76, 0.53], [0.00, -0.45, 0.72], [-0.16, -0.15, 0.23], [-0.30, -0.30, 0.18], [0.12, -0.97, 0.10], [-0.68, -0.07, 0.11], [-0.73, 0.32, 0.98], [0.72, 0.05, 4.48], [0.63, -0.03, 0.69], [-0.80, 0.14, -1.66], [0.33, -0.09, -0.92], [-0.36, -0.14, 0.30], [0.28, -0.02, 0.65], [0.12, -0.01, 0.19], [-0.15, -0.18, -0.17], [-0.06, 0.00, -0.15], [-0.03, 0.14, -0.22], [0.16, 0.11, 0.25], [0.53, -0.26, 0.00], [0.24, 0.05, -0.20], [-0.37, 0.04, 0.07], [-0.26, 0.17, -0.17], [0.34, -0.19, 0.01], [0.71, 0.19, 0.35], [-1.27, 0.44, 0.31], [-2.51, 4.49, -0.56], [-0.04, 0.79, -0.19], [0.58, -1.72, 0.41], [0.87, -0.51, 0.03], [-0.33, 0.00, 0.31], [-0.34, 0.61, -0.22], [-0.09, 0.24, -0.07], [0.11, -0.10, 0.24], [0.07, -0.14, 0.03], [0.08, -0.24, -0.09], [-0.14, 0.17, -0.21], [1.21, 0.38, -0.68], [0.16, 0.29, -0.22], [-0.33, -0.21, 0.22], [0.00, -0.12, 0.00], [0.13, 0.92, 0.51], [1.17, 3.56, 0.42], [-0.05, 0.05, -0.20], [-0.15, -0.20, 0.27], [0.06, 0.18, -0.19], [-0.17, 0.08, -0.12], [-0.09, 0.17, -0.03], [0.05, 0.17, 0.05], [0.15, 0.04, 0.10], [0.11, -0.07, 0.05], [0.07, 0.13, 0.10], [-0.02, 0.12, 0.14], [-0.12, 0.05, 0.09], [-0.18, -0.02, -0.07], [0.14, -0.48, -0.20], [0.01, -0.20, -0.14], [0.10, -0.18, 0.01], [-0.15, 0.24, 0.22], [-0.08, -0.18, 0.08], [-0.13, -0.13, -0.05], [-0.10, -0.01, -0.16], [0.00, 0.13, -0.13], [0.05, 0.13, -0.02], [-0.08, 0.13, -0.08], [-0.15, 0.07, -0.08], [-0.15, 0.04, 0.06], [-0.04, -0.09, 0.12], [0.75, 1.50, 0.86], [0.22, -0.01, 0.12], [0.08, 0.17, 0.11], [-0.34, -0.04, -0.11], [-0.01, 0.09, 0.18], [0.03, -0.04, 0.19], [0.06, -0.16, 0.07], [0.03, -0.15, -0.10], [-0.01, -0.05, -0.14], [-0.02, -0.06, -0.04], [-0.06, -0.15, 0.05], [-0.11, 0.02, 0.07], [-0.05, 0.07, 0.06], [1.03, 4.00, -0.47], [-0.31, 0.65, -0.09], [0.83, -2.20, -6.90], [-0.97, 0.47, 1.21], [-0.12, 3.98, -0.69], [-2.65, -5.77, -3.42], [0.03, -0.20, 0.30], [-0.43, -0.40, -0.46], [0.05, -0.01, -0.03], [1.85, -1.26, -0.85]], "lowdin_spin": [0.758, 0.001, 0.004, 0.007, 0.094, 0.006, 0.004, 0.001, 0.000, 0.000, 0.000, 0.000, 0.000, 0.007, 0.002, 0.000, 0.002, 0.001, 0.023, 0.004, 0.009, 0.128, 0.015, 0.018, 0.003, 0.001, 0.002, 0.001, 0.000, 0.001, 0.000, 0.001, 0.068, -0.009, 0.071, -0.007, 0.073, 0.103, 0.010, 0.082, 0.004, 0.004, 0.002, 0.001, 0.001, 0.000, 0.000, 0.000, 0.000, 0.000, 0.001, 0.000, 0.002, 0.000, 0.003, 0.006, 0.000, 0.000, 0.000, 0.000, 0.000, 0.000, 0.000, 0.000, 0.000, 0.000, 0.000, 0.000, 0.016, 0.000, 0.000, 0.000, 0.000, 0.000, 0.000, 0.000, 0.000, -0.001, 0.004, -0.002, 0.002, 0.053, 0.000, 0.000, 0.000, 0.000, 0.000, 0.000, 0.000, 0.000, 0.000, 0.000, 0.000, 0.000, 0.005, 0.013, 0.020, 0.006, 0.004, 0.119, 0.002, 0.000, 0.000, 0.249]}

***

Record 2
{"formula": "C49H43BBrIrN6O2Si", "method": "ωB97M-V with the def2-TZVPD basis set", "gap_ev": 8.31, "e_homo_ev": -8.06, "total_charge": 0, "relative_energy_ev": 0.0000, "species": ["Ir", "C", "C", "C", "C", "N", "N", "B", "N", "N", "C", "C", "C", "C", "C", "C", "C", "C", "C", "C", "N", "N", "C", "C", "C", "C", "C", "C", "C", "C", "C", "C", "C", "C", "C", "C", "C", "C", "H", "H", "H", "H", "H", "H", "H", "H", "H", "H", "H", "H", "H", "H", "H", "H", "H", "H", "H", "H", "H", "H", "H", "H", "H", "H", "H", "H", "Br", "C", "C", "C", "C", "C", "C", "C", "O", "O", "H", "H", "H", "H", "C", "C", "C", "C", "C", "C", "Si", "C", "C", "C", "C", "C", "C", "H", "H", "H", "H", "H", "H", "H", "H", "H", "H", "H"], "xyz": [[-0.292, -0.184, 0.311], [-2.078, 4.826, 1.077], [-1.325, 3.601, 1.475], [-0.648, 3.341, 2.645], [-0.093, 2.067, 2.503], [-0.394, 1.600, 1.278], [-1.172, 2.529, 0.680], [-1.665, 2.319, -0.756], [-2.713, 1.182, -0.837], [-2.279, -0.098, -1.019], [-3.388, -0.850, -1.091], [-4.523, -0.053, -0.906], [-4.050, 1.228, -0.742], [-4.798, 2.496, -0.503], [-3.366, -2.281, -1.428], [-4.371, -3.132, -0.971], [-4.347, -4.482, -1.293], [-3.314, -4.990, -2.070], [-2.318, -4.142, -2.534], [-2.348, -2.794, -2.225], [-0.423, 1.963, -1.615], [0.366, 0.877, -1.353], [1.339, 0.870, -2.255], [1.196, 1.976, -3.106], [0.070, 2.639, -2.673], [-0.563, 3.871, -3.224], [2.352, -0.183, -2.401], [3.703, 0.151, -2.398], [4.654, -0.804, -2.722], [4.259, -2.092, -3.057], [2.915, -2.431, -3.045], [1.963, -1.480, -2.714], [0.657, 1.416, 3.598], [1.777, 2.069, 4.111], [2.428, 1.571, 5.225], [1.957, 0.421, 5.846], [0.832, -0.219, 5.353], [0.176, 0.277, 4.234], [-2.086, 5.527, 1.909], [-3.109, 4.599, 0.806], [-1.613, 5.315, 0.221], [-0.578, 3.965, 3.518], [-2.157, 3.336, -1.140], [-5.554, -0.360, -0.949], [-5.867, 2.295, -0.491], [-4.592, 3.237, -1.277], [-4.528, 2.931, 0.460], [-5.159, -2.736, -0.341], [-5.126, -5.137, -0.927], [-3.287, -6.044, -2.316], [-1.516, -4.535, -3.148], [-1.586, -2.122, -2.599], [1.821, 2.223, -3.947], [0.028, 4.232, -4.063], [-0.618, 4.662, -2.475], [-1.577, 3.674, -3.574], [4.005, 1.160, -2.145], [5.704, -0.540, -2.713], [5.001, -2.838, -3.312], [2.607, -3.440, -3.284], [0.909, -1.738, -2.712], [2.151, 2.956, 3.615], [3.309, 2.074, 5.602], [2.467, 0.028, 6.717], [0.457, -1.110, 5.840], [-0.708, -0.214, 3.854], [-3.807, -1.566, 3.411], [-3.229, -3.187, 2.620], [-3.944, -4.320, 2.977], [-3.624, -5.550, 2.423], [-2.596, -5.649, 1.499], [-1.893, -4.517, 1.140], [-2.186, -3.273, 1.696], [-1.369, -2.136, 1.218], [-0.658, -2.210, 0.167], [-1.335, -1.024, 1.824], [-4.752, -4.231, 3.689], [-4.187, -6.427, 2.713], [-2.346, -6.605, 1.057], [-1.098, -4.566, 0.408], [4.880, 2.599, 1.921], [3.850, 2.779, 1.009], [2.919, 1.766, 0.803], [2.990, 0.563, 1.502], [4.037, 0.404, 2.417], [4.974, 1.403, 2.624], [1.744, -0.839, 1.276], [2.715, -2.259, 0.410], [2.136, -3.476, 0.035], [2.905, -4.557, -0.372], [4.289, -4.465, -0.406], [4.888, -3.268, -0.051], [4.112, -2.184, 0.340], [5.607, 3.385, 2.083], [3.767, 3.709, 0.460], [2.111, 1.928, 0.101], [4.110, -0.513, 2.992], [5.772, 1.256, 3.342], [1.524, -1.457, 2.612], [1.066, -3.594, 0.079], [2.416, -5.484, -0.648], [4.891, -5.313, -0.707], [5.968, -3.171, -0.083], [4.616, -1.259, 0.603]], "forces_ev_per_angstrom": [[0.80, 1.25, 0.64], [0.01, -0.01, 0.01], [-0.02, 0.06, -0.07], [-0.05, 0.06, 0.07], [0.04, -0.05, -0.20], [-0.12, 0.29, 0.06], [0.01, 0.50, -0.01], [0.07, -0.10, -0.17], [0.50, -0.15, 0.05], [-0.65, 0.34, 0.16], [0.17, 0.08, 0.04], [-0.19, -0.19, -0.05], [0.00, 0.33, -0.06], [-0.05, -0.03, 0.00], [0.09, 0.01, 0.11], [0.05, -0.03, 0.01], [0.03, 0.07, -0.04], [-0.08, -0.01, 0.02], [0.08, -0.10, -0.09], [0.02, 0.01, 0.00], [-0.10, -0.01, -0.05], [-0.13, -0.08, 0.04], [-0.05, 0.11, -0.09], [0.07, -0.06, 0.05], [-0.02, -0.06, 0.08], [-0.02, 0.01, -0.01], [0.01, -0.06, -0.08], [0.04, 0.00, -0.04], [-0.03, 0.00, -0.02], [0.01, 0.00, 0.01], [0.05, 0.01, 0.03], [-0.06, -0.02, 0.01], [-0.03, -0.03, -0.04], [-0.01, 0.00, 0.01], [-0.04, -0.04, 0.02], [0.07, 0.04, 0.02], [-0.05, -0.05, -0.03], [0.03, 0.04, 0.01], [-0.01, 0.00, 0.00], [0.00, 0.02, 0.00], [0.00, 0.00, 0.00], [0.00, 0.01, 0.00], [0.02, 0.04, -0.06], [0.01, 0.00, 0.01], [0.00, 0.00, -0.02], [0.02, 0.00, 0.01], [-0.01, -0.01, 0.00], [0.01, -0.01, 0.00], [-0.01, -0.01, 0.01], [-0.01, 0.00, 0.00], [-0.03, 0.02, 0.01], [0.02, -0.01, 0.05], [0.00, 0.00, 0.01], [-0.01, 0.00, 0.00], [0.00, 0.00, 0.00], [0.00, 0.00, 0.00], [-0.01, 0.00, 0.01], [0.01, -0.01, 0.00], [0.00, 0.01, 0.01], [0.00, -0.01, -0.01], [0.04, 0.03, 0.02], [0.00, 0.00, -0.03], [0.01, 0.00, 0.01], [-0.01, 0.00, 0.00], [0.00, 0.00, 0.00], [0.00, -0.02, 0.00], [0.03, 0.01, -0.02], [-0.06, 0.07, 0.01], [0.04, -0.03, -0.04], [0.00, 0.04, 0.01], [0.01, -0.10, 0.02], [0.14, 0.02, -0.04], [0.08, -0.15, -0.17], [-0.21, -0.36, 0.30], [-0.46, -1.33, -0.36], [-0.09, -0.56, 0.00], [0.00, 0.00, 0.00], [0.00, 0.00, 0.00], [0.00, 0.01, -0.01], [-0.05, -0.02, 0.01], [0.01, -0.03, 0.00], [-0.01, -0.03, 0.02], [-0.01, 0.05, 0.02], [0.06, -0.11, 0.13], [-0.03, 0.01, -0.02], [0.04, 0.08, 0.00], [0.17, 0.03, -0.45], [0.11, 0.20, 0.15], [0.10, -0.06, 0.12], [-0.09, -0.04, 0.03], [0.02, 0.03, 0.00], [0.04, -0.05, -0.03], [-0.08, 0.15, 0.01], [-0.01, 0.00, 0.00], [0.00, -0.01, 0.00], [0.00, 0.02, -0.03], [0.00, -0.01, 0.00], [0.00, 0.00, 0.00], [-0.06, 0.05, 0.02], [-0.14, 0.01, -0.04], [0.01, 0.00, 0.00], [-0.01, 0.00, 0.00], [-0.02, 0.01, 0.00], [-0.05, -0.10, -0.05]], "mulliken_charge": [1.934, -1.372, 0.893, -1.333, -0.842, 0.016, 1.153, -1.864, 1.320, -0.489, -0.204, -1.417, 0.876, -1.404, 0.870, -0.517, -0.872, -0.506, -0.587, -0.099, 0.816, 0.135, -1.357, -1.172, 0.801, -1.480, 0.581, -0.109, -1.125, -0.353, -0.828, 0.859, 0.722, -0.195, -0.842, -0.553, -0.694, 0.022, 0.411, 0.182, 0.197, 0.592, -0.102, 0.566, 0.442, 0.257, 0.131, 0.323, 0.412, 0.436, 0.403, 0.451, 0.564, 0.421, 0.236, 0.272, 0.480, 0.393, 0.418, 0.390, 0.370, 0.481, 0.414, 0.401, 0.441, 0.568, -0.152, 0.470, -0.750, -0.535, -0.933, -0.476, -0.031, 0.921, -0.932, -0.219, 0.459, 0.407, 0.414, 0.359, -0.734, -1.092, -0.117, 1.013, -0.144, -0.703, -0.272, 0.853, -0.415, -0.483, -0.488, -0.948, -0.344, 0.394, 0.446, 0.357, 0.440, 0.456, -0.373, 0.224, 0.474, 0.367, 0.401, 0.350]}

***

| no. | E_tot (a.u.) |
| --- | --- |
| 1 | -3321.9763 |
| 2 | -5364.9547 |